[1]
ORCA calculation (the ωB97M-V functional and the def2-TZVPD basis) on a 5-piece molecular cluster, C18H23FN2O2 overall in a non-equilibrium geometry.

Element x y z (Å)
C (1.233, 1.192, 2.149)
C (1.866, 1.922, -2.943)
H (1.230, 1.445, 0.050)
H (3.094, 3.173, 0.146)
H (-3.576, 1.818, 3.720)
H (1.430, 1.247, 4.299)
C (-0.580, -5.366, -1.041)
H (-1.907, 2.148, -3.801)
H (-0.607, 4.212, -3.244)
C (-0.849, 2.093, -3.591)
C (0.367, -5.125, 1.140)
H (-2.125, 0.837, 3.799)
C (0.014, -3.788, 1.076)
O (-3.560, 0.233, 2.422)
C (2.700, 2.716, 1.049)
H (0.323, -6.976, 0.010)
H (0.214, -3.131, 1.916)
H (0.913, -5.523, 1.983)
H (-2.324, 0.024, -1.283)
C (1.172, 0.798, -3.376)
C (-0.175, 0.878, -3.668)
C (-2.855, 1.271, 3.112)
H (-1.847, 1.304, -0.079)
C (-1.648, 0.307, -0.467)
H (-1.125, -1.463, 0.193)
H (-0.771, 0.013, -3.936)
H (0.392, 0.510, 2.094)
H (-0.679, 0.405, -0.984)
H (1.721, -0.133, -3.435)
H (-0.839, -5.962, -1.903)
H (-1.361, -3.547, -1.852)
N (3.248, 3.112, 2.192)
H (-2.989, -0.064, 1.700)
C (-0.134, 3.237, -3.244)
H (2.899, 1.858, -2.628)
N (-0.610, -3.237, 0.039)
C (1.200, 3.133, -2.918)
C (0.073, -5.922, 0.046)
C (1.722, 1.740, 0.968)
C (1.774, 1.617, 3.342)
O (-1.596, -0.677, 0.537)
H (-2.424, 1.978, 2.403)
H (3.223, 2.896, 4.245)
F (1.869, 4.243, -2.546)
C (2.788, 2.570, 3.304)
C (-0.881, -4.010, -0.995)

Energy relative to the best compared isomer or geometry (same formula, charge and spin) in kJ/mol: 310.8
Total charge: 0
Molar mass in g mol⁻¹: 318.39

=====

[2]
ORCA calculation (the ωB97M-V functional and the def2-TZVPD basis) on one molecule with the formula C18H23FN2O2 in a non-equilibrium geometry.

Element x y z (Å)
H (-2.373, -3.362, -0.198)
O (0.998, 5.098, -0.467)
H (-0.883, 2.872, -1.154)
C (-0.910, -0.780, 2.901)
C (1.635, 1.505, -0.938)
N (-0.735, -1.215, 0.379)
C (0.366, 0.920, -0.328)
H (1.031, -1.153, 3.815)
H (-4.591, -1.767, -1.429)
C (0.098, -2.616, 2.359)
C (4.007, 2.575, -2.028)
C (1.396, -1.330, -0.868)
C (2.988, 3.424, -1.641)
H (3.106, 4.506, -1.705)
H (-0.537, 0.206, 2.587)
H (-2.990, 0.127, 0.341)
H (0.814, -1.416, -1.790)
F (4.915, 0.365, -2.181)
C (-3.844, -1.739, -0.641)
C (0.768, 3.937, -0.724)
H (-1.151, 4.566, -0.738)
H (4.908, 2.990, -2.430)
C (-1.023, -1.722, 1.735)
C (-1.706, -1.312, -0.717)
C (3.901, 1.201, -1.817)
H (1.181, -0.461, 1.072)
H (-1.202, -1.032, -1.670)
H (-1.841, -0.638, 3.471)
H (-1.988, -2.265, 1.757)
C (1.800, 2.925, -1.069)
H (1.549, -2.361, -0.481)
C (2.707, 0.667, -1.295)
N (-0.566, 3.721, -0.718)
H (-0.221, -3.663, 2.541)
H (1.093, -2.568, 1.870)
H (-3.078, 0.304, -1.375)
C (-2.586, -2.564, -0.911)
H (-2.517, -2.927, -1.956)
C (-2.977, -0.452, -0.574)
C (0.092, -1.664, 3.588)
H (-0.259, -2.121, 4.552)
O (2.674, -0.683, -1.134)
H (-0.457, 0.950, -1.010)
C (0.583, -0.532, 0.143)
H (-4.279, -2.041, 0.329)
H (0.101, 1.526, 0.546)

Energy relative to the best compared isomer or geometry (same formula, charge and spin) in kJ/mol: 397.2
Total charge: 0
Molar mass in g mol⁻¹: 318.39

=====

[3]
ORCA calculation (the ωB97M-V functional and the def2-TZVPD basis) on one molecule with the formula C18H23N3O3.

Element x y z (Å)
C (-1.149, 1.346, 0.933)
H (1.032, -2.429, -0.531)
O (-2.685, -1.227, -1.878)
N (2.962, -0.017, -1.414)
C (-3.272, -2.081, -2.856)
C (3.573, 3.600, -1.095)
C (-1.463, 0.332, -0.168)
H (-0.618, -0.355, -0.301)
C (2.379, 1.430, 0.213)
C (2.950, 3.756, 0.142)
N (-0.945, 0.744, 2.239)
C (2.307, -0.734, -0.472)
H (4.113, 2.219, -2.652)
H (2.604, -2.733, 0.159)
H (2.449, -2.531, -1.602)
H (0.919, 1.534, 2.692)
H (-2.034, -0.479, 3.516)
H (2.931, 4.734, 0.600)
H (-3.603, 0.501, 1.834)
H (-3.194, -4.120, -3.526)
H (-3.648, -1.272, 1.784)
H (-1.991, 2.045, 1.013)
H (-2.987, -1.646, -3.817)
C (2.090, -2.190, -0.633)
O (-4.219, -1.944, -0.368)
H (-4.361, -2.055, -2.743)
H (-3.078, -3.924, -1.771)
H (-1.210, -1.366, 2.216)
C (3.625, 2.362, -1.699)
C (0.445, 0.557, 2.640)
C (2.361, 2.696, 0.800)
C (3.033, 1.299, -1.036)
C (1.166, -0.403, 1.704)
C (-2.771, -3.513, -2.730)
H (1.904, 2.873, 1.761)
H (-1.634, 0.844, -1.119)
H (-1.686, -3.542, -2.798)
C (1.907, 0.109, 0.560)
H (4.021, 4.455, -1.578)
C (-3.021, -0.398, 1.601)
H (-0.266, 1.920, 0.654)
C (-1.762, -0.446, 2.456)
N (-2.654, -0.407, 0.200)
C (-3.264, -1.259, -0.650)
O (1.019, -1.607, 1.871)
H (0.430, 0.117, 3.641)
H (3.346, -0.396, -2.265)

Energy relative to the best compared isomer or geometry (same formula, charge and spin) in kJ/mol: 199.3
Total charge: 0
Molar mass in g mol⁻¹: 329.40

=====

[4]
ORCA calculation (the ωB97M-V functional and the def2-TZVPD basis) on one molecule with the formula C18H23N3O4S.

Element x y z (Å)
H (4.794, -2.624, -2.651)
H (-3.383, -3.831, 2.447)
C (-1.155, -1.512, 2.798)
S (-0.100, 2.056, -3.112)
H (5.689, -1.212, -0.835)
H (2.473, -2.312, -3.422)
H (-4.433, -2.023, 3.227)
H (4.242, 0.508, 0.209)
N (-1.280, -1.465, -0.704)
C (1.536, 2.822, -3.276)
C (1.733, 1.098, -0.338)
C (-0.837, 3.130, -1.819)
C (-2.626, -3.199, 1.977)
C (2.861, -1.703, -2.617)
H (-3.782, -0.430, 2.802)
C (3.865, -0.126, -0.579)
N (0.410, 0.840, -0.279)
O (2.222, 2.131, 0.091)
O (-2.421, 0.746, 1.414)
H (-3.291, -3.729, -0.018)
H (2.030, 2.839, -2.309)
H (-1.679, -3.743, 1.927)
C (-1.250, 1.042, 1.423)
C (-1.516, 2.325, -0.719)
H (1.042, -0.612, -2.389)
H (-3.985, -2.208, 0.596)
H (-1.830, 0.308, 3.861)
O (-0.418, 0.729, 2.412)
C (2.547, 0.036, -0.993)
H (-2.229, 2.963, -0.192)
C (-2.068, -2.070, -0.140)
N (-2.408, -2.024, 2.794)
O (-0.217, -2.101, 2.301)
H (-2.071, 1.493, -1.157)
H (-0.132, -0.201, 4.169)
H (-0.031, 3.739, -1.415)
C (-0.930, -0.131, 3.428)
C (2.048, -0.754, -2.025)
H (1.429, 3.826, -3.676)
H (-1.564, 3.772, -2.317)
C (-3.080, -2.822, 0.554)
C (-3.577, -1.361, 3.335)
H (2.100, 2.204, -3.967)
C (4.166, -1.876, -2.187)
C (-0.521, 1.773, 0.306)
H (-3.443, -1.155, 4.398)
C (4.669, -1.084, -1.168)
H (0.089, 2.579, 0.738)
H (0.034, -0.044, -0.604)

Energy relative to the best compared isomer or geometry (same formula, charge and spin) in kJ/mol: 138.6
Total charge: 0
Molar mass in g mol⁻¹: 377.47

=====

[5]
ORCA calculation (the ωB97M-V functional and the def2-TZVPD basis) on C18H23NO4S as an isolated structure in a non-equilibrium geometry.

Element x y z (Å)
S (-3.150, 0.289, 0.856)
H (-1.419, -0.782, 3.770)
H (-3.492, -0.631, 2.957)
C (2.475, -0.033, -2.954)
H (-3.552, -0.384, -1.510)
H (-0.916, -1.342, 2.152)
C (1.907, 1.963, -1.729)
C (0.532, 0.064, -2.067)
H (4.376, -0.281, -4.160)
N (-0.433, 0.591, 2.978)
H (1.286, 2.766, 0.946)
H (-4.182, -1.797, 0.861)
H (2.582, 1.221, 4.515)
O (2.218, 3.211, -1.274)
H (1.507, -2.286, -3.867)
O (2.082, 2.049, 2.770)
C (-0.093, 1.186, 1.695)
C (-0.488, -2.263, -2.958)
H (-0.928, -3.327, -3.339)
H (0.446, 3.330, 2.367)
C (-1.292, -0.590, 2.776)
C (1.118, -0.593, -2.982)
H (3.707, -1.731, -3.302)
C (0.856, 0.123, 3.750)
O (-2.648, -1.938, -2.061)
C (-3.112, -1.262, 0.316)
H (-0.699, 1.483, 1.118)
C (0.610, -1.982, -3.380)
H (-2.900, 0.913, 2.987)
C (-2.750, 0.188, 2.523)
C (-3.464, -1.430, -1.286)
H (3.942, 1.632, -2.749)
C (-1.430, -1.458, -2.318)
H (1.271, 2.375, 4.497)
H (-4.425, -2.114, -1.520)
C (-1.022, -0.194, -1.830)
H (-1.501, 0.338, -1.240)
H (1.207, -0.618, 3.272)
H (3.168, -0.999, -4.801)
H (-2.207, -1.835, 0.419)
C (1.168, 2.504, 1.970)
O (0.782, 1.356, -1.583)
H (0.549, -0.027, 4.725)
C (1.469, 1.647, 3.825)
C (2.690, 1.150, -2.460)
H (0.639, 0.420, 1.173)
C (3.513, -0.905, -3.847)

Energy relative to the best compared isomer or geometry (same formula, charge and spin) in kJ/mol: 1962.1
Total charge: 0
Molar mass in g mol⁻¹: 349.45

=====

[6]
ORCA calculation (the ωB97M-V functional and the def2-TZVPD basis) on C18H24AlBBr3Cl9F5N2O4P2 as an isolated structure in a non-equilibrium geometry.

Element x y z (Å)
H (-5.590, 3.927, -2.330)
Al (-3.327, -2.160, 1.042)
C (3.550, -5.064, 3.027)
Cl (-3.507, 2.956, 2.453)
H (-0.740, 5.012, -0.279)
H (-5.982, -1.063, -1.940)
C (-6.954, 2.218, -2.415)
O (-7.940, 2.875, -2.649)
C (2.583, 7.569, -5.010)
O (-3.632, -0.023, -1.617)
H (4.196, 8.137, -6.248)
C (-7.029, 0.740, -2.292)
H (2.875, -6.016, 3.302)
C (-5.226, 3.043, 2.091)
H (1.159, 5.354, -6.982)
H (3.390, 6.521, -7.978)
H (-1.036, 6.757, -0.162)
H (0.771, -4.989, 2.370)
Cl (-0.587, -1.669, 3.047)
P (3.376, -1.927, 3.521)
F (-1.129, 2.804, 1.385)
H (-5.443, 4.029, 1.698)
H (3.240, -2.318, 4.884)
H (4.767, -1.769, 3.267)
C (4.908, -4.933, 3.325)
H (0.781, 6.446, -4.524)
H (0.561, -3.719, 1.215)
C (-1.224, 5.862, -0.741)
H (-8.007, 0.294, -2.426)
H (-3.568, 2.574, -1.843)
Br (-0.293, -6.718, 0.756)
C (-4.545, 2.123, -1.976)
C (5.016, -5.789, -0.942)
C (0.124, -3.246, 3.308)
Cl (-5.686, 1.836, 0.874)
C (2.896, 6.672, -7.034)
N (3.381, 7.568, -6.122)
C (1.772, 6.100, -6.503)
H (-5.799, 2.870, 2.994)
F (2.695, -7.156, 3.999)
Cl (6.438, -6.827, -0.964)
N (2.624, -0.589, 3.197)
F (-1.464, 0.749, 2.337)
Br (-2.494, -4.456, 1.177)
H (2.802, 8.209, -4.173)
C (0.943, -3.925, 2.217)
F (-0.759, 2.507, 3.624)
H (5.675, -5.499, 2.825)
Cl (-2.973, 5.570, -0.789)
C (1.573, 6.671, -5.217)
P (2.765, -3.605, 2.220)
C (-5.627, 2.849, -2.237)
H (5.255, -4.203, 4.056)
F (0.665, 1.556, 2.097)
O (-0.084, -3.809, 4.331)
H (1.945, -0.746, 2.452)
H (8.056, -4.523, 2.763)
B (-0.668, 1.919, 2.366)
O (7.603, -3.980, 3.417)
C (-4.619, 0.651, -1.855)
H (-2.412, -6.835, 2.025)
C (-2.163, -6.411, 1.061)
C (-5.946, 0.016, -2.032)
Br (-3.283, -7.253, -0.243)
Cl (4.654, -5.313, 0.755)
H (8.319, -3.542, 3.889)
Cl (5.317, -4.335, -1.883)
Cl (3.629, -6.656, -1.598)
Cl (-0.566, 6.084, -2.368)

DFT total energy in eV: -392479.56253
Total charge: +1
Molar mass in g mol⁻¹: 1085.92

=====

[7]
ORCA calculation (the ωB97M-V functional and the def2-TZVPD basis) on C18H24AsBr2GdN3O9 as an isolated structure in a non-equilibrium geometry.

Element x y z (Å)
N (-13.832, -9.357, -6.840)
H (-8.879, -6.788, -8.231)
H (-17.614, -6.860, -4.109)
C (-14.910, -8.758, -6.203)
H (-7.683, -13.024, -7.047)
C (-16.849, -7.395, -4.699)
H (-12.844, -9.914, -0.964)
Br (-15.161, -7.086, -2.367)
C (-10.524, -8.221, -8.527)
H (-8.658, -12.595, -8.620)
O (-10.316, -10.829, -6.358)
C (-10.608, -12.064, -6.387)
H (-11.818, -11.406, -1.019)
H (-13.534, -11.596, -5.653)
H (-16.975, -8.167, -8.911)
O (-9.783, -13.025, -6.916)
H (-8.602, -10.905, -0.955)
H (-7.365, -7.416, -5.343)
H (-8.300, -8.433, -8.679)
C (-14.674, -8.384, -4.848)
H (-8.488, -10.453, -2.771)
H (-12.601, -11.695, -4.235)
H (-7.921, -9.352, -1.449)
C (-8.630, -10.111, -1.727)
C (-17.107, -7.795, -6.028)
H (-9.788, -7.009, -1.904)
C (-10.540, -7.513, -1.280)
O (-10.275, -7.182, -4.563)
H (-9.931, -4.921, -4.401)
H (-11.919, -13.566, -5.913)
Gd (-11.644, -9.023, -5.531)
H (-15.129, -9.466, -10.006)
C (-9.300, -6.554, -5.074)
C (-16.092, -8.333, -6.865)
N (-12.610, -11.603, -5.245)
Br (-18.926, -7.786, -6.590)
H (-11.518, -7.147, -1.538)
C (-11.843, -10.349, -0.758)
C (-8.193, -7.095, -5.985)
C (-15.122, -9.216, -8.924)
C (-8.540, -12.481, -7.533)
H (-7.813, -6.239, -6.587)
As (-10.484, -9.385, -1.819)
O (-10.815, -8.253, -9.713)
C (-16.163, -8.559, -8.276)
H (-8.434, -11.426, -7.221)
C (-9.066, -7.868, -8.072)
C (-13.947, -9.539, -8.167)
O (-13.459, -8.502, -4.385)
C (-15.646, -7.711, -4.066)
H (-13.068, -9.981, -8.648)
H (-11.622, -10.212, 0.319)
H (-10.350, -7.405, -0.214)
O (-8.840, -8.146, -6.667)
O (-11.334, -8.452, -7.563)
O (-10.786, -9.684, -3.460)
N (-11.736, -12.530, -5.813)
O (-9.146, -5.207, -4.877)

Energy relative to the best compared isomer or geometry (same formula, charge and spin) in kJ/mol: 0.0
Total charge: +1
Molar mass in g mol⁻¹: 818.38
Multiplicity: 8

=====

[8]
ORCA calculation (the ωB97M-V functional and the def2-TZVPD basis) on a 8-piece molecular cluster, C18H24BrCl14NO2 overall in a non-equilibrium geometry.

Element x y z (Å)
N (-2.377, 1.590, 0.279)
H (-1.492, 3.452, -0.043)
H (0.819, -3.077, 0.229)
C (-1.954, -1.740, -1.253)
C (-3.389, -2.591, 3.910)
C (-1.634, 2.538, -1.962)
H (0.542, -1.092, 1.706)
H (-2.656, -1.907, -2.058)
Br (-0.695, -4.154, -2.051)
C (-1.400, 2.448, -0.461)
C (-1.177, -0.420, 0.611)
H (-0.195, 0.901, -2.182)
Cl (1.834, 1.451, -6.247)
C (3.192, -0.390, 3.568)
H (-0.365, 1.909, -3.612)
H (2.249, -0.229, 4.077)
H (-3.516, -1.939, 4.765)
C (-0.913, -2.606, -0.972)
H (-1.629, 0.747, -3.223)
H (-2.751, -3.429, 4.162)
H (3.885, -0.917, 4.211)
Cl (3.718, 4.596, 9.938)
H (-0.366, 2.143, -0.263)
Cl (-3.594, -3.749, -5.058)
C (-3.002, 0.531, -0.482)
Cl (2.887, -1.376, 2.127)
C (-2.052, -0.625, -0.446)
Cl (1.439, -2.949, -5.166)
H (-3.640, -6.032, -4.504)
H (3.493, -3.459, -6.191)
C (0.001, -2.390, 0.059)
C (2.746, -2.685, -6.325)
Cl (3.721, 4.730, 7.011)
H (5.443, 4.028, 8.446)
H (-1.200, 3.492, -2.275)
Cl (0.451, 1.874, 4.812)
H (-2.076, -5.265, -4.123)
Cl (-2.616, -1.673, 2.607)
H (1.189, 2.992, 6.746)
C (-1.602, 0.869, 1.271)
C (0.932, 2.954, -6.469)
H (-0.034, 2.719, -6.899)
C (-0.914, 1.450, -2.791)
Cl (3.511, -1.107, -6.101)
H (2.333, -2.727, -7.325)
Cl (-4.974, -3.214, 3.435)
H (4.093, 2.867, 8.391)
C (1.680, 2.550, 5.888)
H (2.242, 3.296, 5.347)
Cl (2.807, 1.307, 6.461)
H (1.490, 3.609, -7.126)
C (4.366, 3.914, 8.443)
Cl (0.674, 3.784, -4.926)
Cl (3.882, 1.180, 3.154)
H (-2.692, 2.608, -2.218)
C (-2.874, -5.349, -4.850)
C (-0.138, -1.288, 0.886)
Cl (-2.199, -5.976, -6.360)
O (-1.408, 1.237, 2.391)
O (-4.095, 0.585, -0.967)

DFT total energy in eV: -269996.37757
Total charge: 0
Molar mass in g mol⁻¹: 862.64